Computed, not measured: C30H42BIrN8S3 as an isolated structure, with ωB97M-V/def2-TZVPD.

Summary:
Calculated total energy = -2929.8807 Eh
LUMO = -7.185 eV

The geometry in ORCA input format:
```
! wB97M-V def2-TZVPD RIJCOSX def2/J DEFGRID3
* xyz 2 1
Ir -0.62 -0.29 -0.26
C -0.88 3.63 -5.26
C -1.29 2.64 -4.17
C -2.82 2.63 -4.08
C -0.71 1.27 -4.49
N -0.72 3.12 -2.85
C 0.10 4.22 -2.71
C 0.41 4.33 -1.40
N -0.21 3.30 -0.73
B 0.09 3.16 0.80
N -1.05 2.53 1.68
C -2.06 3.33 2.16
C -2.73 2.64 3.11
N -2.14 1.40 3.22
C -1.13 1.35 2.32
S -0.13 -0.03 1.97
C -2.46 0.38 4.30
C -3.60 0.93 5.15
C -2.90 -0.94 3.68
C -1.22 0.22 5.17
N 1.47 2.49 1.04
C 2.31 2.99 2.01
C 3.44 2.25 2.00
N 3.30 1.30 1.01
C 2.09 1.45 0.45
S 1.43 0.48 -0.85
C 4.35 0.26 0.69
C 3.81 -1.12 1.01
C 5.58 0.53 1.56
C 4.75 0.41 -0.78
C -0.88 2.57 -1.63
S -1.90 1.20 -1.25
H -1.31 3.28 -6.20
H 0.20 3.66 -5.39
H -1.26 4.63 -5.08
H -3.22 2.38 -5.06
H -3.20 3.61 -3.79
H -3.19 1.88 -3.37
H -1.06 0.96 -5.48
H -1.02 0.51 -3.78
H 0.38 1.31 -4.51
H 0.37 4.85 -3.54
H 1.01 5.06 -0.89
H 0.19 4.28 1.20
H -2.20 4.33 1.81
H -3.56 2.94 3.72
H -4.51 1.09 4.55
H -3.33 1.85 5.66
H -3.84 0.19 5.91
H -3.75 -0.79 3.01
H -3.23 -1.60 4.49
H -2.10 -1.45 3.15
H -0.92 1.18 5.60
H -0.38 -0.20 4.62
H -1.44 -0.46 5.99
H 2.03 3.84 2.61
H 4.32 2.35 2.60
H 3.49 -1.18 2.06
H 4.60 -1.86 0.86
H 2.97 -1.40 0.37
H 5.36 0.41 2.62
H 6.01 1.51 1.37
H 6.33 -0.21 1.30
H 3.94 0.17 -1.46
H 5.57 -0.28 -0.99
H 5.10 1.42 -0.99
N -4.05 0.35 0.77
C -4.42 -0.77 0.04
C -5.72 -0.91 -0.38
C -6.21 -2.10 -0.94
C -5.40 -3.19 -1.02
C -4.06 -3.09 -0.63
C -3.22 -4.23 -0.63
C -1.93 -4.14 -0.22
C -1.44 -2.86 0.09
N -2.17 -1.75 0.07
C -3.52 -1.85 -0.18
H -3.07 0.54 0.85
H -4.58 1.19 0.56
H -6.41 -0.08 -0.23
H -7.25 -2.15 -1.24
H -5.78 -4.14 -1.38
H -3.64 -5.18 -0.95
H -1.26 -4.99 -0.17
H -0.38 -2.74 0.33
*
```

Results of the Mulliken charge analysis, in e, for atoms 1 through 5: atom 1 (Ir): 0.727, atom 2 (C): -2.149, atom 3 (C): 1.053, atom 4 (C): -1.456, atom 5 (C): -1.342

Computed, not measured: a 2-piece molecular cluster, C21H26NO2 overall at a distorted geometry, with ωB97M-V/def2-TZVPD.

Summary:
Calculated total energy = -1020.7822 Eh
LUMO = -5.246 eV

The geometry in ORCA input format:
```
! wB97M-V def2-TZVPD RIJCOSX def2/J DEFGRID3
* xyz 1 1
C 5.21 -1.80 -2.63
C 4.84 -0.70 -1.63
C 3.49 -1.12 -1.15
C 3.16 -2.34 -1.78
O 4.11 -2.79 -2.65
C 1.96 -3.01 -1.50
C 1.09 -2.44 -0.59
C 1.31 -1.13 -0.06
C 0.35 -0.37 0.68
C -0.92 -0.83 1.17
C -1.38 -0.37 2.44
C -2.60 -0.78 2.94
C -3.39 -1.68 2.18
O -4.56 -2.03 2.77
C -4.62 -1.32 4.07
C -3.35 -0.46 4.19
C -2.97 -2.14 0.92
C -1.77 -1.68 0.42
C 2.58 -0.52 -0.31
H 5.32 -1.41 -3.65
H 6.13 -2.34 -2.35
H 5.57 -0.67 -0.81
H 4.82 0.28 -2.11
H 1.76 -3.96 -1.99
H 0.23 -3.01 -0.25
H 0.75 0.53 1.16
H -0.74 0.27 3.05
H -5.54 -0.73 4.08
H -4.67 -2.09 4.86
H -2.79 -0.71 5.10
H -3.62 0.60 4.24
H -3.61 -2.83 0.38
H -1.46 -2.01 -0.57
H 2.85 0.41 0.21
C -1.18 3.44 -2.47
C -0.48 2.68 -1.35
C 1.01 3.00 -1.41
C -1.06 3.16 -0.02
N -0.60 1.23 -1.55
H -2.26 3.27 -2.46
H -1.00 4.52 -2.35
H -0.79 3.14 -3.45
H 1.58 2.47 -0.64
H 1.41 2.70 -2.39
H 1.18 4.08 -1.29
H -0.63 2.61 0.83
H -0.86 4.23 0.12
H -2.15 3.00 -0.01
H -0.12 0.73 -0.80
H -1.57 0.93 -1.58
*
```

Results of the Mulliken charge analysis, in e, for atoms 1 through 5: atom 1 (C): -0.348, atom 2 (C): -0.603, atom 3 (C): 0.744, atom 4 (C): 0.243, atom 5 (O): -0.486

So what do the calculations give for M? Going down the list: 813.95, 324.44 g/mol.
So what do the calculations give for HOMO-LUMO gap? Going down the list: 5.7, 6.2 eV.
So what do the calculations give for energy relative to the best compared isomer or geometry (same formula, charge and spin)? Going down the list: 152.2, 220.2 kJ/mol.